The following is a DFT calculation (ωB97M-V/def2-TZVPD) of a 8-piece molecular cluster, C11H38N4O8 overall at a distorted geometry.

Last column: Löwdin charge in e.
Atoms and positions in Å:
1 N -2.796 -1.002 2.737  0.152
2 C -2.833 -0.490 4.049  -0.680
3 N -1.912 0.509 4.212  0.147
4 O -3.528 -0.896 4.930  0.049
5 H -3.486 -1.667 2.454  0.091
6 H -2.071 -0.684 2.100  0.039
7 H -1.693 0.843 5.138  0.118
8 H -1.358 0.673 3.387  0.055
9 N 0.697 -1.982 -3.054  0.163
10 C 2.050 -2.204 -2.822  -0.597
11 N 2.698 -2.901 -3.857  0.142
12 O 2.574 -1.779 -1.788  0.002
13 H 0.176 -1.534 -2.338  0.044
14 H 0.238 -2.579 -3.703  0.088
15 H 2.232 -3.309 -4.645  0.086
16 H 3.705 -3.040 -3.751  0.109
17 C 0.897 -3.198 2.779  -0.059
18 C 1.502 -3.352 1.429  -0.470
19 C 0.583 -4.084 0.496  -0.048
20 O 1.699 -1.993 0.963  -0.096
21 H -0.111 -2.787 2.634  0.083
22 H 1.448 -2.535 3.429  0.086
23 H 0.843 -4.143 3.306  0.086
24 H 2.513 -3.824 1.523  0.151
25 H 0.975 -4.231 -0.525  0.085
26 H -0.300 -3.463 0.420  0.065
27 H 0.293 -5.035 0.903  0.079
28 H 1.990 -2.007 0.032  0.055
29 C -3.897 2.381 0.245  -0.057
30 C -2.494 2.174 0.782  -0.516
31 C -1.541 3.105 0.103  -0.059
32 O -2.400 2.570 2.146  -0.055
33 H -4.541 1.882 0.964  0.072
34 H -4.017 1.899 -0.758  0.090
35 H -4.201 3.444 0.155  0.092
36 H -2.190 1.141 0.634  0.099
37 H -1.672 3.003 -0.964  0.065
38 H -0.506 2.879 0.284  0.058
39 H -1.723 4.167 0.367  0.104
40 H -2.875 1.983 2.750  0.063
41 C 0.845 1.502 -2.445  -0.049
42 C 2.119 2.323 -2.532  -0.468
43 C 2.096 3.351 -3.657  -0.051
44 O 2.458 2.920 -1.258  -0.067
45 H -0.046 2.174 -2.574  0.089
46 H 0.791 0.914 -1.544  0.061
47 H 0.832 0.846 -3.350  0.088
48 H 2.912 1.615 -2.784  0.131
49 H 3.094 3.761 -3.839  0.080
50 H 1.482 4.198 -3.353  0.088
51 H 1.762 2.872 -4.557  0.077
52 H 3.213 3.488 -1.491  0.110
53 O 2.015 1.935 1.187  -0.064
54 H 2.176 0.985 1.209  0.028
55 H 2.308 2.249 0.309  0.000
56 O -1.117 -1.303 -0.670  -0.064
57 H -0.730 -0.739 0.063  0.025
58 H -2.018 -1.047 -0.765  0.025
59 O -0.103 -0.035 1.719  -0.107
60 H 0.374 0.819 1.700  0.039
61 H 0.569 -0.760 1.484  0.044

Calculated values
max |F|: 2.14 eV/Å
charge: 0
orbital gap: 9.82 eV
E_LUMO: 0.327 eV
electronic energy: -1262.9464 Eh
energy above the lowest of the compared OMol25 structures with the same formula, charge and spin: 0.0 kJ/mol